174
Properties=species:S:1:pos:R:3:forces:R:3 method="wB97M-V/def2-TZVPD" relative_energy_kj_mol=147.5 largest_force_ev_per_a=3.73 charge=0 homo_lumo_gap_ha=0.3573
O 16.132062 8.930316 10.943169 0.117 0.977 0.261
O 19.629997 15.181569 12.639445 0.369 -0.382 1.607
O 12.297197 17.281027 10.686730 -0.462 0.083 0.282
O 9.397625 15.079523 14.627330 1.009 0.988 -0.939
O 13.107483 21.015983 12.935012 0.414 -1.521 1.969
O 19.463041 15.709134 9.963965 -1.308 1.309 0.932
O 14.059305 14.996064 16.213250 -1.019 0.046 -0.737
O 14.554994 20.214126 15.361272 1.013 0.457 0.695
O 12.183806 20.556891 16.225125 -0.251 -0.484 0.543
O 15.124548 17.521827 16.612744 0.837 0.022 0.721
O 15.232868 16.514129 13.856913 -0.557 -0.933 0.372
O 10.613296 17.334856 13.367528 0.320 -1.075 -1.067
O 10.680248 8.257788 15.208441 0.235 -1.209 -1.278
O 14.325697 9.726043 12.755839 -0.628 -0.846 -0.278
O 11.818550 11.462497 8.913576 -0.066 -0.194 0.578
O 13.512428 14.671274 12.706353 -0.206 1.218 1.964
O 18.135743 12.846802 13.009932 0.995 0.325 -1.438
O 8.973003 12.784105 12.812815 -0.587 -0.968 0.209
O 16.236355 11.210088 14.126716 0.694 0.963 -0.394
O 10.470041 21.439391 14.414736 1.533 0.400 -0.174
O 10.473417 12.794580 15.931541 0.993 -0.565 0.405
O 16.280008 18.133871 11.905476 0.137 1.010 0.890
O 9.842653 16.170321 11.027347 -0.278 -0.162 -0.140
O 13.953558 13.017498 10.820406 0.347 -0.670 -0.411
O 18.913214 15.586907 15.742757 0.265 -0.172 -0.417
O 17.759406 17.955866 9.616142 0.930 0.862 -1.070
O 10.938833 14.610578 8.963297 0.632 -1.339 0.024
O 9.405702 10.005325 13.370813 0.302 0.219 -0.105
O 11.723041 10.413317 16.495849 -0.873 1.547 -0.676
C 15.060515 21.210061 16.285298 1.079 -0.249 0.051
C 11.847840 7.501552 14.847129 -0.534 0.448 -1.165
C 16.881734 19.191031 12.759606 -1.004 -2.757 0.977
C 16.059343 7.763128 10.233624 -1.329 -3.385 0.849
C 8.373835 9.217931 12.742502 1.161 1.954 -0.680
C 13.349153 17.383848 9.748596 -1.233 1.534 -0.768
C 13.409909 22.318346 12.609781 2.611 1.175 0.901
C 16.489344 17.847459 16.842926 1.289 1.808 -0.408
C 8.132627 15.676360 14.495915 -0.326 0.375 3.281
C 13.014001 10.252988 12.865467 -0.976 -0.231 1.482
C 9.800960 21.036374 13.252244 -2.949 -1.184 0.470
C 20.035928 15.174584 8.803868 -1.039 0.245 -0.935
C 17.161833 10.688743 15.098323 0.494 1.623 -2.270
C 11.570723 10.087991 9.247187 -0.905 0.492 -0.329
C 20.976939 14.926993 13.083299 0.611 0.386 -2.501
C 17.597773 19.340564 9.197991 0.325 -1.692 -1.372
C 16.259634 15.501553 13.592543 1.126 2.580 -0.219
C 14.584651 13.765166 16.617313 -0.589 -0.199 -0.623
C 11.930075 17.591609 13.780379 0.772 -0.442 2.585
C 12.197913 14.242623 13.157834 1.069 1.537 0.336
C 18.661622 11.878638 12.056595 -1.468 0.296 0.681
C 11.898886 19.615577 17.264435 -0.209 -0.148 0.353
C 10.205000 13.632957 17.031394 1.754 -0.270 1.190
C 10.707833 14.167360 7.593244 -0.825 2.683 0.994
C 12.218922 10.684620 17.773999 0.237 0.542 1.197
C 18.744888 14.181934 16.005716 1.280 1.896 0.707
C 8.924083 17.085057 10.476636 -0.462 1.318 -0.062
C 15.202613 12.387493 11.063440 -0.468 -1.902 -1.032
C 9.577916 12.449160 11.580350 1.855 -0.503 0.844
H 19.653199 11.625277 12.365651 0.616 -0.616 0.050
H 9.840984 9.600288 14.140696 -0.222 -0.720 -0.375
H 12.726862 19.472113 17.984417 0.018 0.251 -0.812
H 19.008063 14.204442 17.049272 -0.446 -0.965 0.583
H 19.423454 13.539473 15.485827 0.657 -0.238 -0.523
H 9.985357 15.647343 14.080028 -0.182 -0.373 0.618
H 21.624579 15.684884 12.585779 -0.185 -0.400 0.497
H 16.036113 13.030729 11.199019 0.647 1.082 -0.226
H 13.514459 18.469966 9.433704 -0.206 -1.296 0.249
H 9.262057 13.075359 10.791586 -0.807 0.817 -0.773
H 17.132208 17.730894 10.305403 -0.567 0.384 0.590
H 9.399297 17.779658 9.707673 -0.421 -0.576 1.062
H 11.087144 20.007575 17.861695 -0.417 -0.056 0.182
H 12.163431 17.143566 14.826070 -0.619 0.628 -1.239
H 18.987611 16.582235 9.795119 0.639 -1.177 -0.027
H 10.785100 16.769595 12.566897 -1.050 0.846 0.479
H 19.704941 15.444264 11.716746 -0.265 0.182 -0.841
H 13.933842 13.840225 11.317121 -0.203 0.320 0.466
H 11.602591 10.268250 18.560582 -0.478 -0.411 0.181
H 12.073067 6.852123 15.645740 0.118 -1.470 0.655
H 15.075696 20.876023 17.356954 -0.351 0.058 -0.923
H 21.005568 15.618089 8.724713 0.904 -0.050 -0.593
H 18.622645 13.651172 12.720603 -0.544 0.344 0.868
H 13.825913 22.937185 13.461823 -0.479 -0.723 -0.583
H 8.750845 8.684953 11.822493 -0.392 0.397 1.016
H 11.554985 14.537135 12.362693 -0.995 -0.316 -0.626
H 8.084250 16.609162 9.958759 0.123 -0.216 0.157
H 15.264308 11.677941 11.894160 -0.711 0.351 0.246
H 12.896964 11.184247 12.343129 -0.005 0.387 -0.688
H 15.083613 13.391817 15.764057 0.450 -1.092 -1.037
H 11.392553 21.419416 14.066063 -0.278 0.245 0.606
H 10.719322 13.129661 7.601154 -0.234 -1.841 -0.466
H 10.222777 14.669344 16.735544 -0.568 0.294 -0.178
H 7.966518 16.216522 13.607484 0.030 0.417 -1.340
H 9.259741 13.271182 17.414897 -0.142 0.552 0.892
H 12.270023 13.183458 13.314174 -0.526 -0.429 0.305
H 17.075668 9.641935 15.133581 -0.234 -1.266 0.460
H 17.220578 18.725135 13.752033 -0.390 0.559 -1.331
H 14.909268 10.196026 13.367468 0.166 0.302 0.136
H 17.117722 19.897477 9.927079 -1.164 0.948 1.569
H 7.954311 16.445767 15.376112 0.134 -1.447 -1.476
H 14.855868 18.275148 16.103232 -0.980 0.815 -0.621
H 18.548112 19.840897 9.025199 0.315 -0.465 -0.061
H 9.959175 15.459496 10.387290 0.372 -0.362 -0.284
H 12.535674 22.762113 12.308213 -2.063 1.412 -0.953
H 13.642290 20.125697 15.665728 -0.978 -0.048 -0.175
H 18.138076 10.970254 14.718937 0.556 -0.436 0.051
H 16.920049 18.495693 16.035010 -0.786 -0.262 0.302
H 17.090155 11.225988 15.999123 -0.557 0.206 1.595
H 14.408061 15.713660 16.706461 0.511 1.108 0.873
H 15.359781 11.712376 10.197492 0.322 0.509 0.264
H 11.430236 14.591458 6.918181 0.715 -0.014 -0.140
H 19.410496 15.453549 7.902453 0.751 -0.519 0.814
H 12.619082 11.730024 9.378688 0.200 0.218 0.142
H 15.542723 17.720597 12.400775 0.484 0.261 -0.025
H 17.115347 17.001780 16.736221 0.424 -1.244 0.467
H 7.472356 14.827263 14.585423 -0.837 0.196 -0.027
H 16.567341 15.704224 12.536281 -0.481 -0.655 0.727
H 15.958721 14.470550 13.765219 -0.050 0.159 0.102
H 16.443583 6.847858 10.845422 -0.266 1.328 -0.911
H 15.005298 7.396428 9.932426 1.170 0.956 0.370
H 21.151758 14.996894 14.134158 -0.506 -0.018 0.756
H 11.082549 8.821229 15.845019 -0.069 1.649 1.326
H 9.502153 11.405539 11.266224 -0.418 0.019 0.209
H 11.630045 9.844497 10.326003 -0.208 0.393 -0.491
H 7.685228 10.038445 12.475402 -0.266 -0.903 -0.405
H 19.053627 15.704809 14.802388 -0.022 0.100 -0.430
H 16.114546 19.930935 13.009815 0.447 0.228 -0.359
H 17.928039 11.084700 12.118772 0.445 -0.757 -0.220
H 12.153049 9.567197 12.636014 1.301 0.179 -0.353
H 12.820498 10.480514 13.921350 0.019 0.116 0.037
H 14.155770 22.396542 11.814850 -0.013 -0.114 -0.168
H 12.718574 8.121479 14.765737 0.464 0.801 -0.184
H 10.571668 9.865028 8.817675 0.483 0.017 0.593
H 18.660387 12.228573 11.026833 -0.015 0.354 -0.030
H 9.850597 19.935934 13.164990 -0.219 0.352 -0.178
H 13.211770 10.262859 17.948493 0.079 0.056 -0.445
H 7.924942 8.588548 13.460248 -0.582 -1.023 0.544
H 15.445455 8.994559 11.632706 -0.082 0.030 -0.264
H 8.501675 17.648762 11.345435 0.410 -0.110 -0.920
H 8.705823 21.365373 13.301193 1.477 -0.498 0.045
H 12.247846 11.758937 18.036116 0.198 -0.323 -0.512
H 11.612223 18.643529 16.844144 0.101 0.114 0.131
H 17.752457 19.490026 12.215550 0.292 0.721 -0.191
H 9.991867 13.208930 15.236939 -0.583 0.442 -1.698
H 17.770639 13.890776 15.760297 -1.651 -0.621 0.014
H 11.356049 13.824083 9.402781 -0.389 1.074 -0.367
H 20.100823 14.080225 8.907452 -0.017 0.416 -0.134
H 16.750688 11.931894 13.636016 -1.071 -1.011 0.824
H 16.742994 18.438149 17.767122 -0.773 -0.878 -0.417
H 17.140122 15.891730 14.174600 -0.706 -1.212 -0.267
H 9.757246 14.638697 7.297730 0.057 -0.654 0.029
H 16.630006 7.824093 9.331569 0.471 0.165 -0.516
H 13.173090 16.756893 8.879374 -0.041 -0.001 -0.250
H 11.092061 13.577934 17.744890 -1.402 -0.373 -0.493
H 16.119404 21.365948 16.017153 -0.445 0.083 0.041
H 11.170108 11.231074 16.216330 0.933 -1.409 0.274
H 14.879391 16.411275 14.772133 0.619 -0.069 -0.644
H 10.664109 12.626661 11.685275 -0.161 -0.153 -0.254
H 14.222116 17.039549 10.223665 1.217 -0.380 0.629
H 13.775631 13.097622 16.899681 0.039 -0.169 0.153
H 21.310181 13.956475 12.679687 -0.050 0.108 0.461
H 12.271977 9.483767 8.715137 0.615 -0.664 -0.279
H 12.610909 17.088398 13.129381 0.650 0.176 -0.600
H 10.227174 21.469039 12.393917 0.585 0.616 -1.200
H 17.001267 19.397904 8.267295 0.291 -0.144 0.392
H 13.797758 15.375781 13.348710 0.134 -0.799 -1.176
H 11.357204 20.663233 15.703134 0.269 0.064 0.158
H 11.870222 14.839665 14.051739 0.560 -1.005 -0.512
H 8.939910 11.948357 13.334180 0.185 0.516 -0.476
H 11.746674 7.023737 13.859171 -0.313 -0.107 0.629
H 15.341141 13.815857 17.355671 0.546 0.318 1.239
H 14.522809 22.164512 16.204158 0.019 -0.345 0.007
H 12.136875 18.658510 13.843475 0.031 0.104 -0.217
H 13.662399 20.783165 13.728329 -0.456 -0.146 -0.966
H 11.407462 17.090427 10.326148 1.033 -0.011 -0.053